A molecular structure, C15H30LiO15 in a non-equilibrium geometry. Source: OMol25; level of theory: ωB97M-V with the def2-TZVPD basis set.

XYZ file:
```
61
C15H30LiO15 (ωB97M-V with the def2-TZVPD basis set)
Li -0.213 -0.222 0.089
C 3.112 2.650 -1.075
O 3.355 1.511 -1.932
C 2.471 0.443 -2.098
O 1.433 0.294 -1.384
O 2.832 -0.370 -3.046
C 1.895 -1.387 -3.325
H 3.644 3.493 -1.550
H 3.395 2.456 -0.134
H 1.999 2.956 -1.218
H 2.250 -2.094 -4.123
H 1.119 -0.875 -3.508
H 1.723 -2.152 -2.585
C 3.235 -0.748 1.881
O 3.043 0.626 2.346
C 1.982 1.457 2.026
O 1.022 0.980 1.324
O 2.046 2.716 2.469
C 0.990 3.629 2.154
H 4.142 -1.352 2.181
H 3.343 -0.734 0.786
H 2.349 -1.347 2.255
H 0.874 3.597 0.983
H 1.012 4.572 2.566
H -0.165 3.277 2.472
C -2.360 1.682 2.504
O -1.710 0.736 3.204
C -1.254 -0.413 2.905
O -0.977 -0.763 1.823
O -0.890 -1.220 3.991
C -0.279 -2.499 3.746
H -1.742 1.887 1.649
H -2.777 2.401 3.005
H -3.231 1.216 2.174
H -0.815 -3.203 2.920
H 0.199 -3.057 4.644
H 0.529 -2.339 3.140
C 0.849 -3.862 0.242
O 0.308 -3.952 -1.053
C -0.524 -3.070 -1.364
O -0.652 -1.951 -0.881
O -1.241 -3.492 -2.572
C -2.374 -2.728 -2.880
H 1.878 -3.399 0.361
H 1.183 -4.879 0.593
H 0.110 -3.326 1.050
H -3.228 -2.989 -2.101
H -2.692 -2.761 -3.771
H -2.475 -1.622 -2.593
C -0.688 3.152 -2.123
O -2.017 2.873 -1.991
C -2.285 1.697 -1.403
O -1.412 0.916 -0.997
O -3.676 1.548 -1.339
C -4.333 0.322 -1.071
H -0.438 3.315 -1.143
H -0.347 3.890 -2.973
H 0.063 2.498 -2.197
H -3.989 -0.303 -1.906
H -5.493 0.319 -1.053
H -4.111 -0.001 -0.093
```

Summary:
- Energy: -46947.4426 eV
- Total charge: +1

A single C3H3NO2S molecule in a non-equilibrium geometry. Source: OMol25; level of theory: ωB97M-V with the def2-TZVPD basis set.

XYZ file:
```
10
C3H3NO2S (ωB97M-V with the def2-TZVPD basis set)
O -1.342 -1.243 1.730
S -1.066 -0.677 0.483
O -2.198 -0.464 -0.342
C -0.105 0.867 0.748
C 0.873 0.835 -0.142
C 0.882 -0.357 -0.994
N 0.090 -1.274 -0.772
H -0.400 1.493 1.524
H 1.746 1.467 -0.400
H 1.520 -0.647 -1.835
```

Summary:
- SMILES: O=S1(=O)C=CC=N1
- Energy: -19577.0584 eV

Frontier orbital gap: 11.35; 10.09 (eV)
ΔE to the lowest compared entry with this formula, charge and spin: 6.575; 3.718 (eV)